one.
# H20O10

A cluster of 10 separate species, H20O10 in total (ωB97M-V/def2-TZVPD, OMol25).

The HOMO energy is -9.6 eV. The calculation puts the lowest unoccupied orbital energy at -0.0163 hartree.

The geometry in ORCA input format:
```
! RIJCOSX wB97M-V def2-TZVPD def2/J DEFGRID3
* xyz 0 1
O 0.36040 -0.41100 0.21777
H -0.19560 0.25800 -0.21123
H 1.10440 0.08300 0.53977
O -1.60560 1.47400 -0.22823
H -1.72560 0.84500 0.45277
H -2.47660 1.76100 -0.47323
O -2.62360 -0.83200 1.10177
H -3.41060 -0.94500 1.57777
H -2.90760 -1.16800 0.26177
O -0.82660 -1.83800 2.73477
H -1.23060 -2.25900 3.51377
H -1.46260 -1.40400 2.15677
O 1.03540 -0.53900 -3.01623
H 0.29840 -0.09400 -2.59923
H 1.81340 -0.00400 -2.80623
O 1.90240 -1.22400 2.47877
H 0.92140 -1.25900 2.50577
H 2.26440 -0.34700 2.69777
O 0.86140 2.91200 -1.80823
H 0.01640 3.18100 -2.16923
H 0.65040 2.20800 -1.20823
O -1.11760 1.05500 -2.97923
H -1.96460 1.10200 -2.47823
H -0.98660 1.90600 -3.34723
O 0.65040 -3.04400 0.02677
H 0.44640 -2.07100 0.12877
H 1.08540 -3.08000 -0.78023
O 2.65840 1.16600 1.22177
H 3.32640 0.54100 1.34677
H 3.13840 2.02700 1.14177
*
```

two.
# H20O10

A cluster of 10 separate species, H20O10 in total (ωB97M-V/def2-TZVPD, OMol25).

The HOMO energy is -9.9 eV. The calculation puts the lowest unoccupied orbital energy at -0.0099 hartree.

The geometry in ORCA input format:
```
! RIJCOSX wB97M-V def2-TZVPD def2/J DEFGRID3
* xyz 0 1
O -2.30753 -1.41821 -2.04682
H -1.46364 -0.92352 -2.49966
H -1.97846 -1.88839 -1.30768
O 2.34382 -0.13924 -0.74755
H 2.10709 -1.04566 -1.18194
H 1.53191 0.28539 -0.74910
O -2.09631 0.16041 1.55666
H -2.08047 1.00836 1.71268
H -2.71951 0.08837 0.97126
O -0.01206 -0.39897 -3.21695
H -0.08419 -1.23271 -3.51035
H 0.24527 -0.39564 -2.33382
O 0.47602 2.86395 -0.78810
H 1.38261 2.56652 -0.91622
H -0.10408 2.77994 -1.67344
O 1.37460 -1.84176 1.57187
H 1.78950 -1.04066 1.00777
H 2.15162 -2.03987 2.20820
O 0.24744 4.19837 1.41945
H 0.57715 5.13979 1.70332
H 0.25721 3.86281 0.51426
O -0.83520 -2.68973 0.13426
H -0.78547 -3.59752 -0.51588
H 0.00914 -2.61295 0.57010
O 0.01356 -1.03259 3.41139
H -0.49674 -0.99907 2.64838
H 0.83507 -1.19201 2.80612
O 0.14916 0.27834 -0.27897
H 0.25342 1.27400 -0.51763
H -0.78096 -0.01775 0.04840
*
```

three.
# H20O10

A structure of composition H20O10 (ωB97M-V/def2-TZVPD, OMol25).

The HOMO energy is -9.3 eV. The calculation puts the lowest unoccupied orbital energy at 0.0064 hartree.

The geometry in ORCA input format:
```
! RIJCOSX wB97M-V def2-TZVPD def2/J DEFGRID3
* xyz 0 1
O -2.44356 0.33057 0.76309
H -3.38163 0.28348 0.94758
H -2.03946 -0.22294 1.43133
O 1.58114 -2.52352 0.14978
H 2.08463 -1.74241 0.37913
H 1.28521 -2.36374 -0.74639
O 1.47448 0.98067 -1.13729
H 2.19195 1.50394 -0.78000
H 0.86089 1.62455 -1.49106
O -1.45873 2.33208 0.13021
H -1.72659 1.43070 0.30907
H -2.27984 2.80219 -0.01470
O -0.10695 -0.26042 0.40609
H 0.16782 0.54417 -0.03365
H -0.21560 -0.89564 -0.30167
O 0.28099 -0.08788 2.41557
H -0.11846 -0.20623 1.55379
H 0.74883 0.74470 2.35093
O -0.26976 2.24186 -1.74468
H 0.01578 3.15183 -1.82616
H -0.85883 2.24180 -0.99020
O -2.05429 -1.39444 2.04300
H -1.18488 -1.65308 1.73729
H -2.54473 -2.21489 2.09372
O 0.59733 -1.62347 -1.84413
H -0.24338 -1.42572 -2.25683
H 0.90059 -2.41689 -2.28545
O 2.92784 -0.75376 -0.57019
H 3.64280 -0.25038 -0.18071
H 2.16640 -0.17714 -0.50749
*
```

Which of them is the most stable? Correct choice: one.

one.
# H20O10

A cluster of 10 separate species, H20O10 in total (ωB97M-V/def2-TZVPD, OMol25).

The HOMO energy is -11.2 eV. The calculation puts the lowest unoccupied orbital energy at -0.0059 hartree.

The geometry in ORCA input format:
```
! RIJCOSX wB97M-V def2-TZVPD def2/J DEFGRID3
* xyz 0 1
O -3.79993 6.20614 -5.07218
H -3.19460 6.18509 -5.81337
H -4.61754 5.84997 -5.41989
O 2.22132 9.25673 -11.56298
H 2.62072 10.03011 -11.96122
H 1.71522 9.60020 -10.82669
O 4.10479 1.47159 -6.43418
H 4.18992 0.87388 -7.17696
H 4.00543 2.33641 -6.83222
O 1.05960 11.17287 -6.71216
H 0.81254 12.01971 -7.08372
H 2.00199 11.24334 -6.55995
O 4.72384 5.01952 -8.81084
H 5.58955 4.62629 -8.92112
H 4.90215 5.92359 -8.55182
O 0.25675 9.34951 -2.61219
H 1.11030 9.77860 -2.67195
H 0.23966 8.74484 -3.35402
O 2.30025 2.18828 -11.58314
H 2.60651 1.33750 -11.26912
H 2.85643 2.82446 -11.13349
O -3.38849 11.05158 -5.14044
H -2.54391 10.64809 -5.34070
H -3.71638 10.56063 -4.38699
O 0.57134 6.94921 -7.74227
H 1.35133 6.44500 -7.97387
H 0.87931 7.85350 -7.68193
O -2.20755 6.69639 -12.29815
H -2.92632 6.10275 -12.51538
H -1.77455 6.28531 -11.54999
*
```

two.
# H20O10

A cluster of 10 separate species, H20O10 in total (ωB97M-V/def2-TZVPD, OMol25).

The HOMO energy is -10.8 eV. The calculation puts the lowest unoccupied orbital energy at 0.0113 hartree.

The geometry in ORCA input format:
```
! RIJCOSX wB97M-V def2-TZVPD def2/J DEFGRID3
* xyz 0 1
O 0.89236 -2.17458 -1.12508
H 1.20249 -3.02076 -1.43032
H 1.57001 -1.43867 -1.27736
O -1.63923 -1.50376 -1.54172
H -0.65767 -1.68093 -1.64997
H -1.67880 -1.62693 -0.52716
O 2.35398 -0.14385 -1.03026
H 3.19196 -0.28010 -1.53980
H 1.98114 0.87251 -1.22665
O -1.78086 1.25137 -1.52946
H -1.98963 0.28280 -1.23125
H -2.39088 1.55401 -2.11992
O -2.29423 -1.34095 1.23609
H -2.39596 -0.42559 1.35461
H -2.95195 -1.73188 1.82690
O -2.25893 1.49772 1.12366
H -1.26956 1.67366 1.23245
H -2.37766 1.63223 0.21565
O 2.37191 0.09631 1.64410
H 2.72024 -0.04365 0.73828
H 1.66792 -0.56027 1.79215
O 0.55489 2.19146 1.39464
H 0.68206 2.98352 1.95397
H 1.25654 1.48220 1.65150
O 1.05850 2.13577 -1.51027
H 0.19675 1.75811 -1.94921
H 0.88822 2.46749 -0.64564
O 0.64663 -1.90312 1.68213
H -0.37949 -1.90618 1.74689
H 0.82923 -2.09791 0.74106
*
```

Which of them is the most stable? Correct choice: two.